Entry from OMol25: a cluster of 6 separate species, C15H23NO18S in total at a distorted geometry (ωB97M-V with the def2-TZVPD basis set).

```
58
Properties=species:S:1:pos:R:3:forces:R:3:nbo_charge:R:1
S 4.82927 3.66833 0.75873 4.30 -0.99 -0.46 1.587
O -1.43527 2.55171 4.91072 0.35 0.80 0.67 -0.483
O 4.57483 3.83177 2.45271 -0.34 0.54 -1.70 -0.866
O 2.67764 -1.85378 1.56000 0.12 -0.52 -0.95 -0.484
O -0.12872 4.35921 4.59426 -0.59 -0.21 0.72 -0.485
O -0.78480 -0.68773 -0.79258 0.42 1.05 1.22 -0.489
O -1.60943 -4.35754 1.70749 -0.02 -0.94 0.08 -0.496
O -2.45028 -6.01284 0.43185 0.76 0.08 0.73 -0.476
O -2.21018 0.66746 -6.50739 0.64 -0.51 0.91 -0.471
O -1.17426 1.48102 -4.68002 -0.23 -0.98 -0.18 -0.497
O 1.66268 -3.76728 0.94137 0.56 0.78 -0.66 -0.483
O -1.19230 4.07602 6.59934 0.57 -0.85 -2.57 -0.576
O -0.54183 0.83658 0.89604 0.59 -0.60 -1.99 -0.626
O 3.75458 2.39534 0.30481 2.98 -0.47 0.68 -0.531
O 6.29739 3.16903 0.46899 -5.98 1.32 1.67 -0.849
O -1.31648 -0.78211 -4.97963 -0.46 2.51 -0.86 -0.587
O 3.02087 -2.68070 -0.54480 -1.20 -0.08 2.24 -0.591
O 0.52175 1.11977 -1.10904 -0.93 -0.20 1.16 -0.496
O -0.92081 -6.51023 2.05891 -1.52 1.94 -1.34 -0.574
N 2.51060 2.91652 0.40532 -3.58 0.79 -0.52 -0.562
C -1.54703 0.35498 -5.35584 0.29 -2.27 0.33 0.968
C -2.46933 2.05824 -6.46812 -0.73 0.64 -0.67 -0.103
C -1.60052 -5.69874 1.45298 1.42 -1.94 1.17 0.965
C -0.44936 -0.65369 -2.16709 -0.43 -0.60 -1.14 -0.103
C -1.41898 2.57725 -5.54055 0.35 1.23 0.03 -0.102
C -3.20779 -4.84990 0.15489 -0.93 0.07 -0.61 -0.102
C 2.49987 -2.76060 0.55514 0.96 0.06 -1.99 0.963
C 0.73559 0.25579 -2.20900 0.96 -0.21 -1.14 -0.111
C -0.29086 0.45640 -0.23540 -0.39 0.29 1.37 0.980
C 1.74274 -2.17354 2.57283 -0.34 0.55 0.93 -0.103
C -2.33804 -3.74499 0.66057 -0.08 1.20 -0.37 -0.103
C 1.45932 -3.62122 2.33431 -0.54 -0.78 0.98 -0.112
C 0.08512 3.49522 3.49429 0.73 0.06 -0.86 -0.103
C -0.94133 3.69584 5.46790 -0.58 0.75 2.45 0.960
C -1.09983 2.58575 3.53621 -0.35 -0.83 -0.87 -0.106
H 0.85391 -1.54680 2.44445 0.04 -0.03 -0.02 0.184
H -3.48235 2.21832 -6.08440 0.10 -0.02 -0.02 0.188
H 1.67915 -0.27973 -2.05998 -0.09 0.03 0.06 0.208
H 2.16668 -1.99032 3.56397 0.06 0.07 -0.26 0.206
H 1.83136 2.20936 0.81554 1.47 0.95 -0.77 0.376
H -0.21734 -1.65711 -2.53446 -0.14 0.17 0.18 0.221
H -3.40901 -4.76436 -0.91648 0.09 -0.19 0.18 0.206
H -0.86781 1.58233 3.16884 -0.17 0.20 0.18 0.223
H -4.15991 -4.91198 0.69218 0.08 0.00 -0.03 0.184
H -1.63398 -3.38664 -0.09784 -0.05 -0.03 0.09 0.192
H -2.91805 -2.89739 1.03583 0.23 -0.13 0.08 0.207
H 0.79222 0.82269 -3.14232 -0.06 0.02 0.30 0.213
H 2.19051 3.15979 -0.56918 0.29 -0.60 1.41 0.349
H 2.15802 -4.27705 2.86420 -0.03 0.07 -0.08 0.186
H -1.75858 3.44787 -4.97278 0.13 -0.24 0.05 0.209
H 4.06082 4.69500 2.53447 0.82 -1.52 -0.22 0.497
H -2.39466 2.49485 -7.46783 -0.02 -0.25 0.12 0.212
H -1.30127 -0.25687 -2.72911 0.21 -0.13 0.21 0.199
H -1.95174 2.98256 2.97419 0.08 -0.02 0.03 0.180
H 0.14175 4.06213 2.56098 0.04 0.04 0.25 0.203
H 0.43686 -3.89593 2.60770 0.29 -0.04 -0.22 0.229
H 1.02868 2.95971 3.64331 -0.06 0.03 -0.01 0.185
H -0.49008 2.83225 -6.06151 -0.09 -0.05 0.05 0.190
```
Forces are in eV/Å.

Summary:
- HOMO level: -9.99 eV
- Total energy: -2392.5721 hartree